[1]
This record from the OMol25 dataset describes C27H54As7F42N7O5 as an isolated structure. The level of theory is the ωB97M-V functional and the def2-TZVPD basis.

Last column: Mulliken charge in e.
Positions of all 142 atoms, in Å:
C -1.15359 0.39532 -1.83055  0.26
C 0.03241 -0.59319 -1.82854  -0.63
O 0.13393 -1.71898 -2.38143  0.39
N 1.33175 -0.09609 -1.26795  1.40
H 2.08668 -0.29303 -1.90935  -0.54
H 1.30105 0.91246 -1.31247  0.40
C 1.62067 -0.73605 0.14792  -0.92
H -2.08804 -0.13910 -2.00172  0.55
H -1.08448 1.35201 -2.34832  -0.56
H -1.29521 0.73773 -0.80547  -0.06
H 2.49104 -0.26553 0.60526  0.60
H 1.92822 -1.78003 0.08794  0.10
H 0.74828 -0.59137 0.78518  0.32
C -1.58041 2.32441 -5.33834  -1.10
C -1.04905 3.60623 -4.54926  0.69
O 0.06272 4.13788 -4.57390  -0.40
N -2.06556 4.19019 -3.48462  0.26
H -2.99042 3.79077 -3.55666  0.43
H -1.71879 4.05892 -2.54514  -0.01
C -2.12949 5.72332 -3.78831  -0.73
H -1.96423 1.52467 -4.70493  0.22
H -0.83607 1.97586 -6.05427  0.25
H -2.39640 2.62383 -5.99608  0.50
H -1.62204 6.22484 -2.96425  0.28
H -3.20199 5.91752 -3.79961  0.37
H -1.64331 6.09926 -4.68852  0.32
C 0.86045 -3.39086 -7.39845  -0.84
C 1.46677 -4.17868 -6.26492  0.72
O 1.95724 -5.28700 -6.42380  -0.52
N 1.57219 -3.39891 -4.96799  1.04
H 1.92764 -2.53120 -5.34328  -0.20
H 0.70545 -3.25951 -4.46855  0.07
C 2.54328 -4.00710 -3.96118  -0.84
H -0.08336 -2.94834 -7.07989  0.20
H 0.64934 -4.14435 -8.15726  0.32
H 1.56743 -2.64221 -7.75594  0.25
H 2.55567 -3.29593 -3.13525  0.03
H 3.51993 -4.03210 -4.44453  0.48
H 2.15482 -4.99566 -3.71634  0.47
C 5.27542 -4.68865 -0.62095  -0.66
C 5.30462 -4.66131 0.90102  0.52
O 4.86726 -5.53948 1.64020  -0.46
N 5.80203 -3.33344 1.56138  0.13
H 6.64347 -3.47145 2.10271  0.40
H 6.07490 -2.70847 0.81636  0.16
C 4.73118 -2.56433 2.35114  -0.76
H 5.43590 -5.71192 -0.96046  0.39
H 6.01196 -4.14425 -1.21191  0.40
H 4.26015 -4.35008 -0.82760  -0.06
H 5.18842 -1.72974 2.88262  0.47
H 4.18203 -3.18302 3.06090  0.51
H 3.94829 -2.21944 1.67568  -0.06
C 1.53460 -6.82907 -0.31683  -1.23
C 0.86421 -5.43374 -0.59137  0.42
O 1.41119 -4.59106 -1.32412  -0.11
N -0.50798 -5.21343 0.01989  0.40
H -0.83961 -6.12613 0.29758  0.42
H -0.44429 -4.58641 0.80912  0.10
C -1.56524 -4.66225 -0.97081  -0.70
H 2.60749 -6.69357 -0.18027  0.14
H 1.54977 -7.45221 -1.21102  0.39
H 0.99366 -7.36065 0.46605  0.41
H -2.55896 -4.74442 -0.53049  0.34
H -1.45508 -5.29330 -1.85270  0.53
H -1.35605 -3.60773 -1.15062  -0.16
C -3.07119 2.82334 1.31765  -1.07
N -3.26929 3.56120 2.58060  0.20
C -3.83548 2.92061 3.60271  -0.19
C -3.99016 3.48004 4.87124  -0.75
C -3.62957 4.84685 5.09101  0.77
C -3.00668 5.52759 3.98311  -1.00
C -2.80375 4.82626 2.77369  -0.06
C -4.01815 5.71063 6.28497  0.56
C -4.90481 6.79549 6.16103  -0.74
C -5.34096 7.51621 7.25942  -0.11
N -4.99926 7.14253 8.50925  0.03
C -4.20448 6.06008 8.73473  -0.13
C -3.71834 5.32643 7.62757  -0.61
C -5.48528 8.02301 9.65143  -0.88
H -3.82732 2.08346 1.05507  0.38
H -2.11411 2.31848 1.44886  0.30
H -2.90382 3.54541 0.51846  0.31
H -4.14572 1.89850 3.44318  0.54
H -4.61632 3.06583 5.64761  0.46
H -2.80116 6.58527 3.90921  0.45
H -2.31906 5.24582 1.90453  0.49
H -5.12383 7.18652 5.17842  0.49
H -6.07327 8.30997 7.25104  0.37
H -4.02958 5.83734 9.77694  0.44
H -3.19895 4.39215 7.78166  0.52
H -4.76135 8.83179 9.75085  0.36
H -5.62262 7.46213 10.57590  0.34
H -6.45528 8.44828 9.39382  0.32
As -3.31719 -1.49975 1.38907  1.97
F -3.94793 -0.53315 -0.03259  -0.53
F -4.74402 -1.02211 2.31322  -0.50
F -2.62317 -2.27074 2.88290  -0.50
F -1.86779 -1.96524 0.38046  -0.30
F -2.49359 -0.02275 1.86791  -0.39
F -4.00638 -3.03005 0.77201  -0.49
As 5.56392 -0.59249 -1.61460  1.99
F 4.09903 0.49866 -1.61995  -0.47
F 6.77053 0.70561 -1.31634  -0.50
F 6.93060 -1.73137 -1.65425  -0.53
F 4.36269 -1.94187 -1.79977  -0.43
F 5.69149 -0.37284 -3.42533  -0.53
F 5.48739 -0.76708 0.14149  -0.47
As 0.84691 -4.11055 3.54916  1.96
F 1.74834 -5.61000 2.86396  -0.56
F -0.53372 -4.60444 2.66977  -0.52
F -0.11072 -2.78412 4.31774  -0.46
F 2.37528 -3.66339 4.35953  -0.50
F 1.36029 -3.10863 2.11392  -0.38
F 0.42505 -5.11719 4.99282  -0.51
As 2.40784 0.31833 -5.22173  1.99
F 0.73633 -0.32766 -5.34105  -0.44
F 1.69760 1.65253 -4.17096  -0.48
F 4.10284 0.81717 -5.08415  -0.46
F 2.90451 -1.11770 -6.18026  -0.59
F 2.20734 1.23042 -6.67619  -0.50
F 2.56333 -0.79745 -3.76837  -0.60
As 2.82776 0.88853 4.21110  2.03
F 2.16068 2.13779 3.01059  -0.52
F 1.58416 1.46839 5.38912  -0.57
F 3.38630 -0.25119 5.49459  -0.52
F 3.96414 0.23868 2.94591  -0.45
F 4.09725 1.98145 4.77225  -0.49
F 1.62396 -0.26960 3.65910  -0.44
As -2.78765 -2.80460 -4.74956  1.83
F -1.02649 -2.99080 -4.75833  -0.71
F -2.80010 -3.02000 -2.96697  -0.49
F -4.51876 -2.49881 -4.71541  -0.49
F -2.75779 -2.62694 -6.60064  -0.54
F -3.07949 -4.61982 -4.89144  -0.54
F -2.48198 -1.06743 -4.47186  -0.48
As 0.43616 3.59686 -0.40247  1.97
F 0.57046 4.97508 -1.49824  -0.49
F 2.08551 3.88705 0.31475  -0.44
F 0.29546 2.13224 0.59390  -0.43
F -1.14835 3.26895 -1.06092  -0.54
F 1.19010 2.57482 -1.62960  -0.75
F -0.26270 4.62623 0.94649  -0.52

* total charge: 0
* M: 1879.143 g/mol
* frontier orbital gap: 6.0 eV
* highest occupied orbital energy: -10.30 eV

[2]
This record from the OMol25 dataset describes a 5-piece molecular cluster, C27H54BrNO11 overall. The level of theory is the ωB97M-V functional and the def2-TZVPD basis.

Last column: Mulliken charge in e.
Positions of all 94 atoms, in Å:
C -1.02600 0.23392 3.54427  1.29
C -0.81240 0.33279 4.71840  -2.66
C -0.54870 0.40926 6.16818  1.51
C 0.31994 -0.75842 6.67436  -0.84
Br 0.05587 -1.13724 8.57054  -0.11
C 0.20754 -2.06657 5.88817  -0.97
C -1.22845 -2.57010 5.64875  -0.25
O 0.29269 1.58183 6.31202  -0.49
C -0.59234 2.64150 6.43261  0.44
O -0.45910 3.70204 5.93289  -0.51
O -1.56192 2.21162 7.25705  -0.46
C -1.87006 0.81863 6.92606  0.18
N -3.01212 0.87128 6.07226  -0.49
C -3.77188 -0.15382 5.98852  0.95
C -4.15707 -1.08297 7.12019  -1.37
C -4.42427 -0.44863 4.66360  -1.24
H -1.40724 0.02018 2.56991  0.71
H 1.34329 -0.40677 6.58167  0.56
H 0.78074 -1.99691 4.96451  0.44
H 0.71594 -2.82036 6.49060  0.44
H -1.33806 -3.61635 5.92253  0.48
H -1.95542 -1.96388 6.18852  -0.18
H -1.47500 -2.46617 4.59218  -0.02
H -2.03829 0.39875 7.91436  0.50
H -5.07050 -0.67936 7.55865  0.37
H -3.40286 -1.18259 7.89845  0.38
H -4.35082 -2.07781 6.71839  0.40
H -3.81494 -1.16697 4.11820  0.10
H -5.41850 -0.87222 4.83357  0.46
H -4.56023 0.48758 4.12539  0.38
C -3.27051 -1.72009 0.74239  -0.91
O -2.01125 -1.37032 0.20644  -0.29
C -1.33685 -2.45922 -0.40985  -0.68
C -1.47278 -2.42893 -1.91529  -0.32
O -2.81755 -2.62972 -2.33017  -0.43
C -3.47386 -1.42364 -2.67137  -0.47
H -3.80660 -0.79454 0.95167  0.26
H -3.85903 -2.32050 0.04580  0.51
H -3.14067 -2.27258 1.68142  0.26
H -1.69892 -3.41199 -0.01048  0.38
H -0.27679 -2.36713 -0.15404  0.44
H -0.88028 -3.24708 -2.33569  0.40
H -1.07909 -1.49008 -2.31531  0.20
H -3.13770 -1.07563 -3.65499  0.04
H -3.30027 -0.63780 -1.93247  0.29
H -4.54319 -1.62563 -2.72108  0.34
C 1.39759 0.48410 -1.60102  -0.98
O 0.97608 -0.02264 -2.85757  -0.22
C 1.05465 0.93730 -3.90277  -0.30
C 2.29187 0.74100 -4.75083  -0.63
O 3.47716 0.98305 -4.01055  -0.33
C 4.11342 -0.19928 -3.55993  -0.30
H 1.55276 -0.36523 -0.93669  0.20
H 2.33272 1.04178 -1.68189  0.55
H 0.62480 1.12895 -1.16905  0.31
H 1.02584 1.95255 -3.49602  0.33
H 0.17128 0.80412 -4.53641  0.24
H 2.27051 1.46168 -5.57385  0.35
H 2.30352 -0.26510 -5.18203  0.35
H 4.64627 -0.68197 -4.38686  0.35
H 3.40426 -0.90595 -3.12344  0.23
H 4.83586 0.08567 -2.79591  -0.13
C -4.37110 1.60104 -9.15639  -0.67
O -4.38185 0.34708 -8.49816  -0.38
C -3.10060 -0.25323 -8.40542  -0.74
C -2.48146 -0.05738 -7.03851  -0.12
O -2.20045 1.30962 -6.77635  -0.38
C -3.17858 1.92264 -5.95431  -0.71
H -5.32342 2.08820 -8.95272  0.24
H -3.56289 2.24175 -8.79672  0.29
H -4.27143 1.46536 -10.23874  0.32
H -2.43459 0.13394 -9.18281  0.35
H -3.23333 -1.32577 -8.57804  0.40
H -1.52868 -0.59537 -7.00484  0.37
H -3.13092 -0.47164 -6.26087  0.15
H -3.03746 1.61217 -4.91262  0.24
H -4.19269 1.67560 -6.27526  0.36
H -3.04524 3.00153 -6.01798  0.28
C 5.95094 2.11911 -0.64577  -0.89
O 5.93129 0.87513 0.03289  -0.29
C 7.21009 0.27105 0.13920  -0.49
C 7.82691 0.48745 1.50435  -0.60
O 8.11324 1.85473 1.74593  -0.37
C 7.14259 2.50105 2.55094  -0.69
H 5.00191 2.61811 -0.45561  0.27
H 6.76120 2.76351 -0.29811  0.41
H 6.05194 1.96061 -1.72517  0.34
H 7.87924 0.64334 -0.64291  0.36
H 7.07438 -0.80404 -0.01649  0.38
H 8.77698 -0.05410 1.54884  0.38
H 7.17230 0.08671 2.28475  0.33
H 7.26300 2.21358 3.60096  0.32
H 6.12603 2.26847 2.22661  0.29
H 7.30384 3.57418 2.46258  0.25

* SMILES: C#C[C@@]1([C@@H](Br)CC)OC(=O)O[C@H]1N=C(C)C.COCCOC.COCCOC.COCCOC.COCCOC
* total charge: 0
* M: 648.629 g/mol
* frontier orbital gap: 9.7 eV
* highest occupied orbital energy: -9.26 eV

[3]
This record from the OMol25 dataset describes C27H54N3PbSi6Te as an isolated structure. The level of theory is the ωB97M-V functional and the def2-TZVPD basis.

Last column: Mulliken charge in e.
Positions of all 92 atoms, in Å:
Pb -0.20910 0.39387 -2.09907  0.56
C 3.12743 1.27846 -1.21208  -0.21
Si 3.04954 -0.28326 -2.26868  0.51
C 4.64441 -1.24215 -1.86678  -1.42
C 3.15648 0.19605 -4.09427  -1.13
N 1.53156 -1.03446 -1.90522  0.47
C 1.15270 -2.34312 -2.15350  0.72
C 2.08559 -3.37663 -2.29877  -0.46
C 1.71625 -4.69582 -2.51466  -0.88
C 0.37508 -5.01884 -2.62469  -1.07
C -0.57174 -4.01294 -2.51554  -0.47
C -0.23282 -2.67672 -2.26338  0.09
N -1.18930 -1.69447 -2.12768  0.29
Si -2.86973 -1.82757 -2.41527  0.14
C -3.43103 -2.66225 -4.03010  -1.24
C -3.60972 -0.09013 -2.50474  -1.04
C -3.72630 -2.73880 -0.98451  -1.03
H 4.12801 1.71803 -1.24424  0.54
H 2.87884 1.06577 -0.17099  -0.59
H 2.42362 2.02056 -1.59563  0.14
H 5.47270 -0.53204 -1.80879  0.39
H 4.88968 -1.97084 -2.64246  0.38
H 4.59297 -1.76561 -0.90936  0.38
H 4.14899 0.56229 -4.36961  0.34
H 2.43290 0.99323 -4.28307  0.23
H 2.91289 -0.64850 -4.74470  0.30
H 3.13487 -3.13145 -2.21439  0.14
H 2.47658 -5.46424 -2.58870  0.40
H 0.06011 -6.04059 -2.79919  0.38
H -1.62355 -4.26690 -2.58335  0.16
H -2.85669 -2.30145 -4.88695  0.33
H -4.48411 -2.43544 -4.21219  0.39
H -3.32134 -3.74792 -3.99616  0.35
H -3.37171 0.39427 -3.45647  0.18
H -3.25590 0.55627 -1.69725  0.14
H -4.69858 -0.13835 -2.42728  0.47
H -3.10809 -3.56383 -0.62213  0.30
H -4.69215 -3.15162 -1.28804  0.40
H -3.89766 -2.05823 -0.14731  0.19
C -2.86814 -1.38144 3.31278  -0.45
Si -2.01064 0.26241 3.72162  0.47
C -1.69187 0.22438 5.59791  -1.15
C -3.27953 1.64578 3.45462  -1.11
Si -0.08686 0.52584 2.37172  -0.09
Te -1.13319 1.50970 0.27945  -0.42
Si 0.96440 -1.58041 2.21427  0.32
C -0.01975 -2.80930 1.18169  0.00
C 2.74863 -1.51498 1.57756  -0.26
C 1.04743 -2.19612 4.01686  -1.16
Si 1.27214 2.27340 3.21867  0.55
C 0.47605 3.96365 2.89920  -1.10
C 1.57769 2.14445 5.09314  -1.06
C 2.98657 2.31282 2.40658  -0.76
H -3.88184 -1.41807 3.71776  0.44
H -2.30972 -2.22485 3.72687  0.28
H -2.93607 -1.52876 2.23175  -0.29
H -2.60198 -0.05448 6.13369  0.37
H -1.37003 1.19881 5.97112  0.30
H -0.91617 -0.50300 5.85067  0.31
H -4.14567 1.52794 4.10927  0.36
H -3.62886 1.65568 2.42017  0.29
H -2.83621 2.62555 3.65259  0.26
H 0.01728 -2.52936 0.12713  -0.45
H -1.07103 -2.82798 1.47869  0.19
H 0.37216 -3.82547 1.26839  0.45
H 2.76678 -1.72839 0.50728  -0.52
H 3.38491 -2.24149 2.08689  0.57
H 3.19069 -0.52757 1.72150  0.02
H 0.07632 -2.56684 4.35445  0.24
H 1.34700 -1.39083 4.69412  0.24
H 1.76981 -3.00726 4.13392  0.43
H -0.53170 4.01475 3.31995  0.25
H 0.38812 4.14189 1.82521  0.30
H 1.06692 4.77347 3.33257  0.37
H 0.63948 2.07709 5.64743  0.22
H 2.12178 3.01764 5.45961  0.38
H 2.16905 1.25614 5.32938  0.29
H 2.89585 2.25129 1.32031  0.06
H 3.59985 1.47318 2.74165  0.31
H 3.52244 3.23466 2.64324  0.43
N 0.46886 2.14164 -3.14024  -0.46
C -0.30456 3.23375 -3.07001  -0.14
C 0.32329 4.49321 -2.83552  -0.30
C -0.38665 5.67440 -2.87675  -0.59
C -1.76586 5.68701 -3.06353  -0.46
C -2.41810 4.46824 -3.21690  -0.65
C -1.71705 3.28018 -3.24191  0.18
H 1.39040 4.49057 -2.64931  0.37
H 0.14185 6.60952 -2.72309  0.33
H -2.31987 6.61649 -3.07498  0.37
H -3.49732 4.45068 -3.32582  0.36
H -2.23875 2.33573 -3.36643  0.31

* relative energy (zero: lowest compared OMol25 entry of this formula, charge and spin): 10.9 kcal/mol
* total charge: -1
* M: 924.066 g/mol
* frontier orbital gap: 6.0 eV
* highest occupied orbital energy: -4.15 eV